(1)
# C5H6CuO4

A molecular structure, C5H6CuO4 (wB97M-V/def2-TZVPD, OMol25).

```
16
Properties=species:S:1:pos:R:3
O 2.84284 0.14283 -0.38838
C 3.00932 1.62727 -0.19741
O 1.91107 2.09129 0.15353
O -1.75321 1.60695 -0.01286
C -2.18006 0.29599 0.16171
C -1.37597 -0.66792 -0.70984
O 0.02265 -0.33210 -0.58826
C 0.79683 -0.87660 0.40029
C 2.11599 -0.68446 0.42562
Cu 0.08161 1.66794 -0.36927
H -3.24401 0.16195 -0.11196
H -2.08958 -0.02256 1.22059
H -1.60065 -0.50399 -1.77176
H -1.53103 -1.72435 -0.45399
H 0.27932 -1.47809 1.14796
H 2.71487 -1.30414 1.09403
```

Results
* energy: -58106.88103 eV
* multiplicity: 2
* Kohn-Sham gap (spin up / spin down): 8.796 / 5.923 eV
* LUMO (spin up / spin down): 0.07 / -2.63 eV
* largest force on an atom: 1.43 eV/A
* ΔE to the lowest compared entry with this formula, charge and spin: 0.000 eV

(2)
# C46H42BrN6O3S2W

A molecular structure, C46H42BrN6O3S2W (wB97M-V/def2-TZVPD, OMol25).

```
101
Properties=species:S:1:pos:R:3
W -0.43542 -0.02605 0.52544
O -1.36576 -0.04456 -3.85441
C -1.03902 -1.34617 -4.09651
C -1.34724 -1.83955 -5.36294
C -1.03534 -3.14226 -5.70458
C -0.39495 -3.97377 -4.79057
C -0.08729 -3.47835 -3.53751
C -0.41951 -2.17734 -3.15686
C -0.01598 -1.72467 -1.77963
O -0.45209 -0.43636 -1.44517
N -0.56156 -2.58186 -0.71295
N -0.00874 -2.10264 0.47629
C -0.86737 -2.18407 1.51782
C -0.46975 -2.48335 2.90208
Br -1.73628 -1.75955 4.15775
C 0.44780 -3.30117 3.41828
C 1.45143 -4.20815 2.80963
C 1.82118 -5.29480 3.60762
C 2.71899 -6.24894 3.15715
C 3.28329 -6.12910 1.89528
C 2.94764 -5.04465 1.09712
C 2.04803 -4.08839 1.54923
H -0.97773 0.20768 -2.99707
H -1.82852 -1.16885 -6.06610
H -1.28060 -3.51007 -6.69374
H -0.13510 -4.99038 -5.05563
H 0.43847 -4.11924 -2.83402
H 1.07266 -1.75178 -1.70232
H -0.35447 -3.56988 -0.82373
H -1.84714 -2.57569 1.27374
H 0.38581 -3.40808 4.49601
H 1.38856 -5.39284 4.59714
H 2.98235 -7.08366 3.79475
H 3.99450 -6.86661 1.54387
H 3.40702 -4.92864 0.12198
H 1.82667 -3.23774 0.92956
C 2.85966 -0.68467 3.46112
C 2.45463 0.07098 4.55729
C 1.25996 0.75641 4.49520
C 0.47229 0.69380 3.34372
C 0.88135 -0.02083 2.21745
C 2.08508 -0.72168 2.31858
C -0.83225 1.35202 3.26860
C -1.39871 2.01527 4.38763
C -2.62819 2.56124 4.29188
C -3.29318 2.56981 3.04206
C -4.52990 3.23775 2.87625
C -5.09927 3.35313 1.64454
C -4.42130 2.82182 0.52768
C -3.24335 2.14645 0.66794
C -2.65849 1.96157 1.94468
N -1.47268 1.25167 2.11854
H 3.78729 -1.24352 3.49789
H 3.06592 0.12090 5.44944
H 0.94851 1.34031 5.35090
H 2.43573 -1.31536 1.48993
H -0.85857 2.03987 5.32026
H -3.10278 3.02295 5.15181
H -4.99854 3.67834 3.74872
H -6.03959 3.87308 1.51811
H -4.82792 2.96465 -0.46587
H -2.73456 1.79256 -0.20949
C 1.12380 1.65296 -5.05684
C 2.20814 2.00657 -4.05347
N 2.27396 1.04123 -2.94081
C 3.00803 -0.20116 -3.23268
C 4.49105 -0.08656 -2.91452
C 1.82180 1.33792 -1.73275
S 2.08245 0.27132 -0.38869
N 1.26901 2.55035 -1.54655
C 0.39373 2.78596 -0.62470
O -0.40869 1.90129 -0.13043
C 0.28684 4.18535 -0.12486
C -0.83539 4.63520 0.55991
C -0.88944 5.93517 1.04224
C 0.18700 6.78946 0.85090
C 1.31244 6.34439 0.16848
C 1.35944 5.05149 -0.32603
H 1.10713 2.40399 -5.84743
H 0.14243 1.62676 -4.58130
H 1.30014 0.68127 -5.52306
H 2.03485 2.99078 -3.63253
H 3.19071 2.00775 -4.52857
H 2.85806 -0.40556 -4.29129
H 2.55456 -1.01385 -2.67323
H 4.95825 0.71721 -3.48704
H 4.99791 -1.01925 -3.16716
H 4.64121 0.11038 -1.85273
H -1.67534 3.97525 0.69785
H -1.77403 6.28040 1.56368
H 0.14763 7.80419 1.22613
H 2.15337 7.00889 0.01802
H 2.22975 4.69775 -0.86210
S -5.07057 -1.26239 0.59574
C -4.53081 -1.24590 -1.02435
C -3.23174 -0.87915 -1.07290
N -2.67605 -0.59068 0.16344
C -3.55425 -0.76701 1.11480
H -5.17259 -1.50771 -1.85143
H -2.65146 -0.78745 -1.97091
H -3.32903 -0.65358 2.16534
```

Results
* energy: -157000.97352 eV
* total charge: +1
* multiplicity: 3
* Kohn-Sham gap (spin up / spin down): 7.411 / 6.202 eV
* LUMO (spin up / spin down): -2.87 / -4.39 eV
* largest force on an atom: 1.62 eV/A
* ΔE to the lowest compared entry with this formula, charge and spin: 1.122 eV

(3)
# C28H33BrCsF4N3O3P3Te

A molecular structure, C28H33BrCsF4N3O3P3Te (wB97M-V/def2-TZVPD, OMol25).

```
77
Properties=species:S:1:pos:R:3
Cs 1.51454 -0.47723 -1.58488
F -5.44488 3.03112 -4.40058
C -4.64255 2.07004 -3.97338
C -4.84234 0.76397 -4.37940
F -5.84240 0.45999 -5.19182
C -3.98783 -0.22260 -3.91156
F -4.21793 -1.47354 -4.30634
C -2.93586 0.04475 -3.04567
P -1.81750 -1.27144 -2.44336
C -1.36993 -2.20032 -3.94923
C -1.90471 -3.45292 -4.24897
C -1.48722 -4.14141 -5.37746
C -0.54546 -3.58175 -6.22696
C -0.01332 -2.33365 -5.94236
C -0.40710 -1.65359 -4.80099
C -2.90010 -2.37357 -1.49106
C -4.23596 -2.13658 -1.19081
C -4.94291 -3.02212 -0.38702
C -4.32508 -4.15388 0.11836
C -2.98668 -4.39496 -0.16809
C -2.27733 -3.50452 -0.95454
C -2.74905 1.37693 -2.66077
Br -1.32210 1.94981 -1.53989
C -3.59344 2.37343 -3.11517
F -3.42671 3.64203 -2.75089
H -2.66060 -3.88634 -3.60769
H -1.90956 -5.11240 -5.59966
H -0.22705 -4.11526 -7.11246
H 0.71755 -1.89158 -6.60666
H 0.02263 -0.67787 -4.59822
H -4.74244 -1.26209 -1.57749
H -5.98454 -2.82623 -0.16912
H -4.88146 -4.84865 0.73299
H -2.49477 -5.27563 0.22327
H -1.23204 -3.70150 -1.16938
C 5.98719 2.93969 2.31485
C 5.71910 2.97850 0.82750
O 4.32906 2.72484 0.55822
P 3.80363 1.30859 0.03504
O 2.33409 1.46483 -0.20853
Te 5.05882 0.38701 -1.76193
O 3.90723 0.31228 1.32369
C 5.00299 -0.55707 1.64045
C 4.55529 -1.99460 1.51312
H 7.03409 3.17399 2.51079
H 5.78271 1.95023 2.72514
H 5.37088 3.67022 2.83929
H 6.33183 2.25646 0.28101
H 5.92582 3.96675 0.41840
H 5.31079 -0.31795 2.66044
H 5.83438 -0.35582 0.96119
H 3.68687 -2.19041 2.14505
H 5.35471 -2.67484 1.80865
H 4.30032 -2.20424 0.47322
C -1.25282 1.58724 4.77997
N -1.34678 2.31071 3.42984
C -0.26726 3.41002 3.41366
N 1.00877 2.86346 3.66823
C 1.02913 2.17473 4.95123
N 0.05278 1.08580 5.00144
C 0.40073 -0.01176 4.08562
P 0.48844 0.49145 2.30113
C -1.16769 1.35319 2.28505
C 1.49353 2.02227 2.56498
H -1.99184 0.78621 4.76439
H -1.51608 2.32630 5.53802
H -2.26233 2.75553 3.36005
H -0.55550 4.12089 4.18984
H -0.31135 3.88101 2.43205
H 0.79193 2.88901 5.74276
H 2.02413 1.77171 5.12837
H -0.31320 -0.82689 4.22195
H 1.37820 -0.40264 4.37581
H -1.98022 0.62591 2.33784
H -1.29115 1.91944 1.36107
H 1.53602 2.59512 1.63960
H 2.51886 1.71240 2.76872
```

Results
* energy: -156800.53789 eV
* total charge: +1
* Kohn-Sham gap: 6.383 eV
* LUMO: -2.73 eV
* largest force on an atom: 1.61 eV/A
* ΔE to the lowest compared entry with this formula, charge and spin: 0.995 eV

(4)
# C14H77INO34P2

29 unconnected molecules or ions with the total composition C14H77INO34P2 (wB97M-V/def2-TZVPD, OMol25).

```
129
Properties=species:S:1:pos:R:3
N 4.26189 -0.14334 2.32876
C 3.82755 0.89699 1.71105
C 2.41498 0.93810 1.06551
P 2.54556 0.12688 -0.67250
C 3.20317 1.68761 -1.59202
C 4.40921 1.20605 -2.42833
C 4.18938 0.85841 -3.79711
C 5.27973 0.35655 -4.59038
C 6.55818 0.20781 -3.97875
C 6.79770 0.57642 -2.61210
C 5.71085 1.07446 -1.81558
O 2.18862 -1.50360 -0.06870
C 1.05598 -1.95296 -0.81468
I 1.61393 -3.46103 -2.34393
C 0.15396 -0.72801 -1.26783
C -1.26979 -0.53119 -0.63304
C -1.85744 -1.95496 -0.12011
C -1.86194 -3.09103 -1.23334
O -3.10782 -2.35302 -0.72029
P -0.10105 -0.29090 -3.08334
O 1.04598 -0.55246 -4.00263
O -1.50126 -0.88996 -3.73745
O -0.30722 1.37120 -3.09255
O 0.84591 0.45827 -0.84049
H 3.53833 -0.86870 2.32120
H 4.47210 1.79168 1.62844
H 1.98245 1.96952 1.05405
H 1.78677 0.28108 1.71688
H 3.90538 -0.16869 -0.30197
H 2.60378 -0.51382 -1.97082
H 2.42915 2.16168 -2.22995
H 3.56459 2.44007 -0.84973
H 3.20469 0.95470 -4.28266
H 5.07744 0.07529 -5.63914
H 7.39256 -0.20790 -4.57441
H 7.78508 0.45973 -2.13014
H 5.83596 1.35770 -0.75980
H 0.63107 -2.65755 -0.06862
H -2.04241 -0.14453 -1.32580
H -1.23249 0.02204 0.32263
H -1.62896 -2.26816 0.93575
H -2.29040 -4.08382 -1.02677
H -1.59516 -2.84906 -2.27288
H -2.15223 -0.16686 -3.85792
H -1.24385 1.53582 -2.89305
O -5.51570 -4.06553 -0.49470
H -4.86850 -4.77221 -0.39260
H -5.05290 -3.39923 -1.01768
O -4.98186 -6.42045 -1.89173
H -5.87721 -6.16167 -2.14439
H -4.71402 -7.04428 -2.57948
O -2.64482 -0.35147 2.30174
H -3.22860 0.14217 2.88710
H -3.23629 -0.71450 1.63090
O -2.91140 0.53339 -5.53669
H -3.33966 1.17035 -6.11622
H -2.13517 0.25535 -6.03529
O 6.51164 1.80944 2.37216
H 6.28738 0.86931 2.46367
H 6.97157 2.02443 3.19523
O 1.29519 3.95093 1.57452
H 2.01523 4.28452 2.12712
H 0.52881 3.98646 2.15075
O 4.45534 4.00857 -4.92772
H 4.47436 3.14995 -4.48074
H 4.32658 3.78373 -5.85439
O 2.17868 5.39089 3.77292
H 2.90524 5.71569 4.31523
H 1.41349 5.43100 4.35977
O 0.85189 -0.46299 -6.97327
H 0.51237 -0.43554 -6.06725
H 1.68284 -0.93974 -6.88584
O -3.24475 0.01923 -8.19160
H -4.18006 -0.21544 -8.09419
H -2.77724 -0.80373 -8.01513
O 1.72599 -3.62506 1.54712
H 2.37069 -4.33023 1.66813
H 2.19125 -2.96891 1.00152
O -3.82382 -6.37197 -4.60028
H -3.82243 -5.45044 -4.31632
H -3.47084 -6.34522 -5.49553
O 2.67064 8.22514 3.89062
H 1.77268 8.46265 3.63108
H 2.95058 7.60398 3.20700
O -4.80482 -7.64049 0.74011
H -4.86085 -8.58987 0.89313
H -5.02556 -7.53808 -0.19988
O 0.52511 7.20062 5.13916
H 1.42598 7.45839 5.37797
H 0.00017 7.41282 5.92432
O 4.85057 3.16568 4.94762
H 4.82797 2.31839 5.40642
H 4.73259 2.92925 4.01732
O -5.63679 -1.46353 -7.73418
H -6.56900 -1.68500 -7.63961
H -5.17748 -2.29060 -7.55104
O 2.60280 3.08759 7.00515
H 3.25692 3.35686 6.34342
H 2.84870 2.18450 7.22854
O -1.65920 6.82796 7.27581
H -2.59623 6.60942 7.36262
H -1.20898 5.99366 7.45015
O -1.04154 6.11787 2.59281
H -1.26061 5.18489 2.67776
H -0.56666 6.32878 3.40714
O -7.07035 -7.85071 2.94105
H -6.42151 -7.58183 2.27481
H -6.82446 -8.75517 3.15795
O -7.81029 -7.09228 -3.32715
H -8.37978 -6.58271 -2.73644
H -8.41173 -7.43811 -3.99405
O -4.43074 5.40019 8.00196
H -5.02078 5.89033 8.58488
H -5.01466 5.04045 7.32501
O 4.40001 -4.24589 2.72778
H 4.58981 -3.47372 3.27246
H 5.11352 -4.85984 2.92979
O -8.61566 -3.95070 -0.63362
H -7.70775 -3.70826 -0.39998
H -9.12825 -3.72704 0.15228
O 8.62668 1.95946 4.44910
H 8.79010 2.72516 5.01064
H 9.34600 1.35444 4.65734
O 4.45528 5.16140 2.26610
H 5.11258 4.46372 2.38034
H 4.91345 5.82789 1.74267
O -10.95515 -3.98054 1.54997
H -11.89165 -4.18098 1.64563
H -10.51687 -4.82222 1.72389
```

Results
* energy: -113551.70705 eV
* total charge: -1
* Kohn-Sham gap: 6.080 eV
* LUMO: 1.32 eV
* largest force on an atom: 3.86 eV/A

(5)
# C19H13Cl3N4OOsS5Sb

A molecular structure, C19H13Cl3N4OOsS5Sb (wB97M-V/def2-TZVPD, OMol25).

```
47
Properties=species:S:1:pos:R:3
Os 1.25231 1.89037 -0.03623
S 2.35777 6.22705 0.52464
Sb 3.31230 4.55027 -0.64648
S 3.27213 2.58129 0.85595
S 1.59638 3.29788 -1.81954
S 5.24657 4.81701 -1.75774
S 2.13679 -0.02642 -0.92387
C 0.59150 -0.86201 -0.97336
N 0.50143 -2.23126 -0.88114
N 1.62182 -2.81532 -0.52343
C 1.70138 -4.19740 -0.36931
C 2.90212 -4.74189 0.07869
C 3.01713 -6.11085 0.24236
C 1.94362 -6.94571 -0.03911
C 0.74909 -6.39190 -0.48502
C 0.61667 -5.02339 -0.65414
N -0.52211 -0.21074 -1.14273
N -0.45274 1.13406 -0.99596
C -1.42674 1.80679 -1.74724
C -1.82348 3.09160 -1.38376
C -2.77482 3.76491 -2.13205
C -3.33852 3.17380 -3.25473
C -2.93972 1.89298 -3.62274
C -1.99576 1.20954 -2.87696
H 2.40362 -2.23483 -0.21568
H 3.73942 -4.08917 0.29832
H 3.95246 -6.52759 0.59324
H 2.03507 -8.01579 0.09207
H -0.09547 -7.03334 -0.70346
H -0.30659 -4.57607 -0.99342
H -1.38876 3.56331 -0.51633
H -3.07564 4.76089 -1.83263
H -4.07692 3.70575 -3.84102
H -3.36580 1.42413 -4.50119
H -1.68113 0.21357 -3.15293
Cl -3.48687 2.57954 5.32521
C -2.28346 2.03171 4.18597
C -1.63884 2.94756 3.37783
C -0.68856 2.47532 2.49575
Cl 0.16640 3.60364 1.45733
C -0.31121 1.13094 2.37917
O 0.61275 0.71216 1.56622
C -1.02364 0.24539 3.21089
Cl -0.66455 -1.44476 3.08979
C -1.98696 0.68069 4.09881
H -1.87117 4.00238 3.43243
H -2.50925 -0.03608 4.71752
```

Results
* energy: -128672.64402 eV
* total charge: -1
* multiplicity: 5
* Kohn-Sham gap (spin up / spin down): 7.027 / 4.727 eV
* LUMO (spin up / spin down): 2.23 / -0.55 eV
* largest force on an atom: 0.60 eV/A

(6)
# C9H15FN3O2

A molecular structure, C9H15FN3O2 (wB97M-V/def2-TZVPD, OMol25).

```
30
Properties=species:S:1:pos:R:3
C -3.54888 1.07911 0.63280
C -2.74698 -1.00977 -0.18042
C -3.45694 1.95269 -0.32989
C 1.73304 -0.76166 1.25701
C 1.95624 -1.15828 -0.70861
C 2.41290 0.08030 0.13503
C -0.59564 0.27845 -0.12777
C 3.85078 0.53827 0.26454
C 1.54678 1.27486 -0.36828
N -3.47102 -0.26641 0.47720
N -1.43566 -0.48488 -0.76752
N -2.92254 -2.31440 -0.27910
O 0.96340 -1.43905 0.32609
O 0.30091 0.83901 -0.81812
F -0.71710 0.76695 1.11246
H -3.66667 1.43957 1.65638
H -3.17150 1.81574 -1.32093
H -3.52132 2.94708 -0.12888
H 2.31025 -1.52001 1.83257
H 1.25890 -0.25537 2.04073
H 1.51078 -1.17757 -1.63305
H 2.75760 -1.93337 -0.64795
H 3.91353 1.16800 1.09086
H 4.25887 1.09674 -0.67677
H 4.48275 -0.29618 0.48165
H 2.20744 1.78423 -1.17042
H 1.55103 2.12891 0.37813
H -1.04656 -1.00850 -1.59431
H -3.63954 -2.71466 0.27566
H -3.07482 -2.84978 -1.20908
```

Results
* energy: -20848.22413 eV
* total charge: +1
* Kohn-Sham gap: 8.815 eV
* LUMO: -3.36 eV
* largest force on an atom: 5.49 eV/A
* ΔE to the lowest compared entry with this formula, charge and spin: 4.430 eV

(7)
# CH2F3NO

2 unconnected molecules or ions with the total composition CH2F3NO (wB97M-V/def2-TZVPD, OMol25).

```
8
Properties=species:S:1:pos:R:3
C -1.28127 -0.07865 -0.08194
N 2.56865 -0.10498 0.03568
O -0.07727 0.10390 -0.42603
F -1.94849 1.14403 -0.24728
F -1.45752 -0.48410 1.19954
F -2.10339 -0.85847 -0.82071
H 2.32469 0.11281 1.08862
H 1.97458 0.16546 -0.74788
```

Results
* energy: -12754.51387 eV
* Kohn-Sham gap (spin up / spin down): 9.620 / 6.401 eV
* LUMO (spin up / spin down): -1.02 / -4.88 eV
* largest force on an atom: 6.23 eV/A
* ΔE to the lowest compared entry with this formula, charge and spin: 3.371 eV

Q: Which value of largest force on an atom does entry 4 give?
A: 3.86 eV/A

Q: Which of these has the highest largest force on an atom?
A: CH2F3NO